Entry from the OMol25 dataset: a molecular structure, C62H52I2N3NaO3P2S2Se2 in a non-equilibrium geometry (ωB97M-V with the def2-TZVPD basis set).

F_max   1.582 eV/Å
Frontier orbital gap   4.715 eV
Multiplicity   1
Relative energy (zero: lowest compared OMol25 entry of this formula, charge and spin)   28.03 kcal per mole
HOMO level   -1.14 eV
Charge   -2
Total energy   -9823.4773 a.u.

```
129
Properties=species:S:1:pos:R:3:forces:R:3
Na 1.0807 0.6572 -0.3982 1.367 -0.398 -0.692
C 1.5571 -2.2037 8.4549 0.011 -0.025 0.025
C 1.1830 -1.5774 7.1397 0.004 0.048 0.006
C 0.7403 -0.2565 7.0900 -0.005 -0.006 -0.045
C 0.4409 0.3474 5.8805 -0.007 -0.163 0.076
C 0.5718 -0.3863 4.7128 -0.088 0.062 0.121
C 1.0369 -1.6881 4.7301 0.003 0.051 0.052
C 1.3257 -2.2811 5.9505 0.019 -0.056 -0.013
S 0.2388 0.4191 3.1512 0.037 0.355 -0.326
O 0.4803 1.8667 3.3951 0.035 -0.121 -0.027
C -1.5675 0.2310 3.2047 0.163 -0.223 0.145
C -2.0749 -1.0795 3.3657 -0.022 0.010 0.015
C -3.4126 -1.3004 3.4119 -0.051 0.029 0.010
C -4.3248 -0.2210 3.2889 0.024 -0.229 0.059
C -5.7237 -0.4348 3.3277 0.032 0.007 0.031
C -6.5959 0.5999 3.1542 0.036 0.067 0.017
C -6.0962 1.9005 2.9299 -0.064 -0.046 0.040
C -4.7522 2.1325 2.8948 0.074 -0.021 0.057
C -3.8206 1.0778 3.0815 -0.023 0.146 -0.033
C -2.4026 1.2947 3.0228 -0.189 0.163 -0.078
C -1.9419 2.6916 2.7447 -0.023 -0.001 0.203
C -1.9390 3.6373 3.8125 -0.013 -0.143 0.119
C -2.2706 3.2554 5.1409 0.008 -0.028 -0.112
C -2.2623 4.1626 6.1579 0.023 0.102 -0.019
C -1.9145 5.5107 5.9041 -0.029 -0.053 0.086
C -1.5794 5.9017 4.6433 0.018 -0.018 -0.100
C -1.5795 4.9773 3.5646 0.028 0.170 0.012
C -1.2035 5.3687 2.2579 0.004 -0.010 -0.042
C -1.1999 4.4574 1.2448 -0.022 -0.030 0.169
C -1.5991 3.1241 1.4927 -0.002 0.162 -0.220
S -1.5024 2.0781 0.0321 0.032 -0.102 0.267
O -0.8197 0.8164 0.4833 -0.762 0.272 0.178
C -3.2424 1.6958 -0.0943 0.047 -0.026 -0.153
C -4.1218 2.7221 -0.4090 -0.033 -0.070 0.003
C -5.4717 2.4429 -0.5142 0.018 0.030 -0.023
C -5.9487 1.1498 -0.3196 0.043 0.041 -0.134
C -7.4118 0.8501 -0.4539 -0.103 -0.056 0.019
C -5.0400 0.1395 -0.0438 0.041 -0.104 -0.097
C -3.6805 0.3946 0.0605 -0.160 0.168 -0.012
H 0.9519 -1.8019 9.2670 -0.027 0.012 0.041
H 2.6037 -2.0077 8.6974 0.025 0.013 -0.008
H 1.4240 -3.2848 8.4327 -0.011 -0.037 -0.010
H 0.6397 0.3051 8.0113 -0.003 0.027 0.042
H 0.1260 1.3809 5.8213 -0.010 0.058 -0.021
H 1.2038 -2.2147 3.7990 0.008 -0.019 -0.045
H 1.6962 -3.2988 5.9741 0.016 -0.032 0.003
H -1.3832 -1.9071 3.4426 0.009 -0.014 -0.019
H -3.7985 -2.3061 3.5246 -0.013 -0.022 0.000
H -6.0841 -1.4447 3.4837 -0.017 -0.026 -0.002
H -7.6646 0.4265 3.1724 -0.021 -0.003 0.003
H -6.7838 2.7206 2.7642 -0.020 0.005 -0.001
H -4.3850 3.1308 2.7012 0.007 0.023 -0.003
H -2.5203 2.2207 5.3357 -0.014 -0.015 0.008
H -2.5111 3.8494 7.1638 -0.007 0.005 0.019
H -1.9066 6.2264 6.7179 0.007 -0.007 -0.012
H -1.2952 6.9273 4.4387 0.000 0.015 0.009
H -0.8915 6.3907 2.0803 0.008 0.008 0.004
H -0.8606 4.7176 0.2502 0.024 0.032 -0.053
H -3.7574 3.7317 -0.5543 0.040 0.037 -0.010
H -6.1683 3.2399 -0.7467 -0.022 0.025 -0.005
H -8.0158 1.7359 -0.2580 -0.026 0.048 0.008
H -7.7186 0.0694 0.2429 0.012 -0.028 0.025
H -7.6455 0.5036 -1.4621 0.015 -0.019 -0.059
H -5.3927 -0.8759 0.0874 -0.025 -0.049 0.021
H -2.9895 -0.4006 0.2916 0.129 -0.097 0.006
Se -5.3485 -0.9413 -4.3037 -0.078 0.153 -0.038
P -3.3573 -0.7882 -5.0423 0.008 -0.216 0.079
C -3.2732 0.6544 -6.1617 -0.033 0.016 0.083
C -3.4738 1.9297 -5.6264 0.067 -0.080 0.076
C -3.5119 3.0338 -6.4568 -0.008 0.035 -0.032
C -3.3753 2.8872 -7.8321 -0.003 0.016 0.041
C -3.2084 1.6240 -8.3705 0.006 -0.008 -0.002
C -3.1602 0.5119 -7.5384 -0.011 -0.053 -0.078
C -2.8892 -2.2177 -6.0681 -0.160 0.101 -0.121
C -1.6935 -2.1901 -6.7883 -0.092 0.042 -0.068
C -1.3991 -3.1967 -7.6896 -0.314 0.154 -0.191
C -2.2782 -4.2623 -7.8427 -0.143 0.123 -0.074
C -3.4455 -4.3182 -7.0978 0.015 0.021 -0.051
C -3.7605 -3.2875 -6.2220 0.057 0.076 0.021
C -2.0554 -0.6106 -3.8206 -0.346 0.302 -0.176
C -1.2001 -1.4028 -3.0393 0.160 -0.365 0.029
N -0.5070 -0.5564 -2.2621 0.086 0.061 0.154
N -0.9109 0.6693 -2.5196 -0.337 -0.032 0.069
N -1.8608 0.6649 -3.4342 0.227 0.156 -0.080
P -0.8029 -3.1445 -2.8408 0.081 0.096 0.043
Se 0.8165 -3.6054 -1.5513 0.015 -0.003 -0.177
C -2.3186 -4.0455 -2.3999 0.020 -0.082 0.071
C -3.5776 -3.5310 -2.6644 0.023 0.179 0.031
C -4.7182 -4.2376 -2.3199 -0.018 -0.093 0.046
C -4.6050 -5.4723 -1.6990 -0.061 0.026 -0.030
C -3.3482 -5.9883 -1.4154 0.048 -0.016 0.014
C -2.2093 -5.2757 -1.7561 0.073 -0.050 -0.086
C -0.3283 -3.7219 -4.5019 0.128 -0.185 0.154
C -0.7258 -4.9556 -4.9961 0.006 -0.050 0.038
C -0.1115 -5.4860 -6.1233 0.187 -0.039 0.065
C 0.9034 -4.7880 -6.7567 0.130 -0.092 0.212
C 1.2870 -3.5409 -6.2764 0.163 -0.082 0.102
C 0.6754 -3.0092 -5.1566 0.191 -0.058 0.057
H -3.5731 2.0487 -4.5577 0.009 -0.013 0.015
H -3.6447 4.0159 -6.0226 0.004 0.025 -0.007
H -3.4011 3.7566 -8.4767 -0.003 0.017 -0.018
H -3.1131 1.4917 -9.4409 0.000 0.006 -0.017
H -3.0468 -0.4659 -7.9846 0.013 -0.026 0.025
H -1.0004 -1.3678 -6.6538 -0.034 0.025 0.008
H -0.4767 -3.1598 -8.2534 -0.137 0.018 -0.017
H -2.0403 -5.0583 -8.5364 0.011 -0.042 -0.025
H -4.1228 -5.1559 -7.2035 -0.003 -0.029 -0.014
H -4.6864 -3.2913 -5.6597 -0.007 0.002 0.000
H -3.7063 -2.5476 -3.0942 0.056 -0.095 0.042
H -5.6864 -3.8002 -2.5265 -0.034 0.023 -0.026
H -5.4941 -6.0248 -1.4195 -0.012 -0.007 0.004
H -3.2515 -6.9405 -0.9099 -0.002 -0.033 0.013
H -1.2222 -5.6505 -1.5138 -0.004 -0.009 0.021
H -1.5038 -5.5165 -4.4931 -0.012 0.009 0.019
H -0.4243 -6.4523 -6.4993 -0.015 -0.014 -0.013
H 1.3922 -5.2088 -7.6258 0.023 -0.022 -0.055
H 2.0792 -2.9880 -6.7650 0.019 0.016 -0.024
H 1.0031 -2.0561 -4.7576 -0.007 0.028 0.030
I 1.7758 3.9055 -1.9949 -0.017 0.136 -0.031
C 2.5131 1.7837 -2.1266 -0.148 -0.060 0.122
H 3.5957 1.9556 -2.0753 0.025 0.086 0.027
H 2.2978 1.5780 -3.1839 -0.037 0.075 -0.072
O -1.4511 -2.1147 0.3254 -0.050 -0.232 0.393
H -0.6921 -2.7175 0.3206 -0.111 -0.021 -0.212
H -1.0255 -1.2595 0.1925 0.028 0.327 -0.114
I 3.7623 -0.0777 2.4035 0.056 -0.067 0.067
C 2.6126 -1.0284 0.7324 -0.330 -0.083 0.153
H 2.1739 -1.8769 1.2851 0.027 -0.054 0.043
H 3.4374 -1.4782 0.1651 0.043 0.065 -0.041
```
Positions in Å, forces in eV/Å.

=====

Entry from the OMol25 dataset: a single C19H25NO4 molecule in a non-equilibrium geometry (ωB97M-V with the def2-TZVPD basis set).

SMILES string   CCCNC(=O)c1ccc(COc2ccc(CCC)cc2OC)o1
F_max   1.263 eV/Å
Frontier orbital gap   8.775 eV
Multiplicity   1
Relative energy (zero: lowest compared OMol25 entry of this formula, charge and spin)   45.96 kcal per mole
HOMO level   -8.09 eV
Charge   0
Total energy   -1094.7011 a.u.

```
49
Properties=species:S:1:pos:R:3:forces:R:3
C -6.9149 -1.4918 1.1827 -0.105 0.181 -0.183
C -7.0667 -0.2414 0.3237 0.185 0.062 0.194
C -6.0273 0.8324 0.6587 -0.354 0.085 -0.234
N -4.6817 0.4136 0.3526 -0.016 -0.251 0.317
C -4.0088 0.8590 -0.7343 -0.025 -0.145 0.326
O -4.4346 1.7081 -1.4946 0.095 0.040 -0.199
C -2.6873 0.2341 -0.9128 0.579 0.442 -1.032
C -1.7459 0.4363 -1.8858 -0.742 -0.022 0.577
C -0.6733 -0.4332 -1.5914 -0.067 -0.458 0.557
C -1.0289 -1.1058 -0.4578 0.599 0.060 -0.662
C -0.3179 -2.1618 0.3335 -0.458 -0.068 0.263
O 1.0348 -2.2877 -0.0068 0.220 0.177 -0.162
C 1.8906 -1.2622 0.3034 0.153 -0.065 -0.002
C 1.5448 -0.0913 0.9502 -0.127 -0.271 -0.047
C 2.5041 0.8758 1.2201 0.218 -0.010 0.001
C 3.8216 0.6888 0.8500 -0.145 0.086 0.226
C 4.8647 1.7413 1.0961 0.136 -0.006 -0.260
C 5.1944 2.5188 -0.1853 -0.127 0.122 0.153
C 3.9993 3.3127 -0.6956 0.219 -0.109 -0.059
C 4.1739 -0.4921 0.1993 -0.040 -0.166 -0.086
C 3.2336 -1.4669 -0.0793 -0.172 -0.154 -0.078
O 3.4898 -2.6482 -0.7100 -0.353 0.231 0.195
C 4.8090 -2.9172 -1.1108 0.242 -0.034 -0.067
O -2.2470 -0.7107 -0.0359 -0.088 -0.112 0.278
H -6.9702 -1.2385 2.2397 -0.003 -0.025 0.142
H -7.7084 -2.2009 0.9598 -0.013 -0.131 0.038
H -5.9633 -1.9834 0.9927 0.094 -0.110 0.016
H -8.0590 0.1862 0.4765 -0.045 0.024 -0.054
H -6.9724 -0.5043 -0.7313 -0.051 0.067 -0.049
H -6.2132 1.7262 0.0586 0.013 -0.050 0.181
H -6.0877 1.0921 1.7206 -0.022 0.043 -0.072
H -4.2759 -0.3263 0.9024 0.082 0.076 -0.094
H -1.8266 1.1233 -2.7021 -0.103 0.177 -0.147
H 0.2405 -0.5472 -2.1368 0.233 -0.069 -0.054
H -0.7521 -3.1448 0.1123 0.043 0.179 0.115
H -0.4494 -1.9672 1.4093 0.027 -0.031 -0.126
H 0.5245 0.0925 1.2467 -0.109 -0.024 0.007
H 2.2077 1.7830 1.7243 -0.015 0.112 0.060
H 4.5105 2.4402 1.8558 0.030 -0.005 0.068
H 5.7783 1.2701 1.4667 -0.020 0.027 0.098
H 5.5189 1.8173 -0.9567 0.098 -0.014 -0.008
H 6.0238 3.2001 0.0180 0.063 -0.044 -0.049
H 4.2599 3.8513 -1.6038 -0.054 0.080 -0.084
H 3.1668 2.6477 -0.9141 -0.122 0.007 -0.046
H 3.6749 4.0352 0.0501 -0.087 0.103 0.069
H 5.2050 -0.6353 -0.0843 0.121 -0.078 -0.054
H 4.7782 -3.8990 -1.5809 0.053 0.072 0.024
H 5.1696 -2.1809 -1.8373 -0.012 -0.019 0.045
H 5.4933 -2.9479 -0.2560 -0.029 0.019 -0.038
```
Positions in Å, forces in eV/Å.

=====

Entry from the OMol25 dataset: a gas-phase ion, C2H7N2 (charge +1) in a non-equilibrium geometry (ωB97M-V with the def2-TZVPD basis set).

F_max   3.871 eV/Å
Frontier orbital gap   6.218 eV
Multiplicity   1
Relative energy (zero: lowest compared OMol25 entry of this formula, charge and spin)   122.39 kcal per mole
HOMO level   -14.96 eV
Charge   +1
Total energy   -189.4853 a.u.

```
11
Properties=species:S:1:pos:R:3:forces:R:3
C -0.0157 -1.8127 -0.2470 -2.531 -0.240 -2.920
N 0.1204 -0.4300 -0.5023 -0.293 -0.203 2.513
C -0.1030 0.4734 0.5613 1.025 1.321 -1.704
N 0.0106 1.8046 0.0345 0.309 0.531 3.660
H 0.1494 1.7507 -0.9320 0.467 0.761 -1.607
H 0.0197 -2.3301 -1.2479 0.071 0.354 1.192
H 0.7186 -2.2205 0.3868 1.233 -0.319 1.244
H 0.6248 0.3183 1.4403 -1.088 -0.266 -0.748
H -1.1991 0.3902 0.9032 0.930 -0.628 -0.025
H -1.0257 -2.0339 0.2122 0.863 0.155 -0.105
H 0.5071 2.5395 0.6265 -0.987 -1.467 -1.501
```
Positions in Å, forces in eV/Å.